Record 1
{"formula": "H26O13", "method": "ωB97M-V/def2-TZVPD", "species": ["O", "H", "H", "O", "H", "H", "O", "H", "H", "O", "H", "H", "O", "H", "H", "O", "H", "H", "O", "H", "H", "O", "H", "H", "O", "H", "H", "O", "H", "H", "O", "H", "H", "O", "H", "H", "O", "H", "H"], "positions_angstrom": [[-1.8538, -2.3763, -0.6430], [-1.2689, -1.7359, -0.2439], [-2.6891, -2.3937, -0.1972], [-2.8057, 0.4544, -1.0574], [-2.9122, 1.2329, -1.6067], [-3.1534, 0.8144, -0.2514], [-1.8565, 3.7659, -0.2501], [-1.7783, 2.9124, 0.1569], [-2.7553, 4.0466, -0.0411], [-0.2914, -0.2760, 0.1489], [-0.5474, 0.4944, -0.3593], [0.3500, -0.7488, -0.4104], [1.3630, -0.8615, -2.0383], [1.7165, -1.6573, -2.4444], [2.1679, -0.3857, -1.7324], [0.4834, 1.9665, -1.4838], [1.1289, 2.5569, -1.9086], [0.6423, 2.1658, -0.5299], [-1.0332, -0.2564, -3.0099], [-1.5544, -0.0068, -2.2014], [-0.2270, -0.4545, -2.5764], [2.2984, -0.4944, 1.4402], [1.8333, -1.0629, 2.0609], [1.5554, 0.0004, 1.2046], [0.6019, 2.2884, 1.2284], [1.3358, 2.9101, 1.3585], [-0.0758, 2.7029, 1.7295], [0.1857, 0.2882, 2.8623], [0.2499, 0.8602, 2.1392], [0.9527, 0.6790, 3.3343], [3.8256, -1.6697, -0.3135], [3.1615, -1.2484, 0.2695], [4.0109, -1.0064, -0.9571], [1.2072, -3.6059, -0.2528], [0.4012, -4.1272, -0.1305], [1.1485, -2.8882, 0.3522], [-2.2711, -0.9209, 1.9779], [-1.4902, -0.7224, 1.4982], [-2.0562, -1.2399, 2.8780]], "mulliken_charge": [-0.651, 0.271, 0.323, -0.639, 0.313, 0.258, -0.586, 0.263, 0.308, 0.492, -0.242, 0.173, -0.637, 0.275, 0.161, -0.546, 0.298, 0.256, -0.669, 0.404, 0.392, -0.764, 0.388, 0.312, -0.710, 0.266, 0.292, -0.625, 0.244, 0.330, -0.648, 0.454, 0.277, -0.580, 0.314, 0.249, -0.684, 0.368, 0.298], "e_tot_ev": -27038.789, "de_lowest_ev": 3.1583, "homo_ev": -9.628, "charge": 0}

Record 2
{"formula": "C3H5NO3", "method": "ωB97M-V/def2-TZVPD", "species": ["C", "C", "N", "H", "H", "H", "C", "O", "O", "O", "H", "H"], "positions_angstrom": [[-1.9997, 0.0261, 0.0211], [-0.5371, 0.0127, -0.1121], [0.2962, 0.0460, -1.0689], [-2.4461, 0.0757, -0.9684], [-2.3276, -0.8736, 0.5402], [-2.3044, 0.8850, 0.6177], [1.3932, -0.0205, 0.0290], [2.1517, -1.1219, 0.0163], [2.1819, 1.0558, 0.1194], [0.3113, -0.0528, 1.0313], [1.6645, 1.8603, -0.0140], [1.6162, -1.8927, -0.2116]], "mulliken_charge": [-1.011, 0.615, -0.696, 0.305, 0.277, 0.277, 1.025, -0.510, -0.509, -0.438, 0.331, 0.332], "e_tot_ev": -10823.784, "de_lowest_ev": 1.9040, "homo_ev": -10.309, "charge": 0}

Record 3
{"formula": "C5H26N2O7", "method": "ωB97M-V/def2-TZVPD", "species": ["H", "N", "C", "N", "C", "C", "C", "C", "H", "H", "H", "H", "H", "H", "H", "H", "H", "H", "H", "O", "H", "H", "O", "H", "H", "O", "H", "H", "O", "H", "H", "O", "H", "H", "O", "H", "H", "O", "H", "H"], "positions_angstrom": [[-2.3838, -1.5695, -2.2794], [-2.6102, -1.2566, -1.3422], [-1.9424, -1.7067, -0.3500], [-1.0052, -2.7001, -0.4128], [-0.1685, -3.0230, 0.7435], [0.9850, -2.0449, 1.0228], [2.0484, -2.0225, -0.0780], [3.1329, -0.9955, 0.2368], [-2.1913, -1.3375, 0.6364], [-0.5810, -2.8780, -1.3071], [0.2777, -4.0065, 0.5869], [-0.8072, -3.0682, 1.6265], [0.5809, -1.0461, 1.1925], [1.4632, -2.3387, 1.9513], [2.4944, -3.0229, -0.1439], [1.5714, -1.8323, -1.0494], [3.9143, -1.0067, -0.5212], [2.6783, 0.0038, 0.2833], [3.5730, -1.1532, 1.2173], [-0.8679, 0.5891, 0.1088], [-1.2284, 1.4896, 0.2336], [-0.3329, 0.6133, -0.7024], [2.6613, 1.8482, 2.4737], [1.6807, 1.9049, 2.4399], [2.9093, 2.2171, 3.3170], [-0.0691, 1.9205, 2.5887], [-0.2909, 1.1647, 2.0236], [-0.5139, 2.6369, 2.0993], [0.8778, 0.6934, -2.0742], [1.6809, 0.7166, -1.5388], [1.1798, 0.8882, -2.9754], [-1.0002, 2.7922, -2.0950], [-1.8617, 2.3126, -2.0383], [-0.3460, 2.0675, -2.0885], [-3.3000, 1.5076, -1.4060], [-4.0980, 1.4292, -1.9369], [-3.0163, 0.5573, -1.2769], [-1.5026, 3.2117, 0.6343], [-2.4433, 3.0453, 0.4628], [-1.1487, 3.3995, -0.2625]], "mulliken_charge": [0.135, -0.762, 0.117, -0.235, -1.128, 0.267, -0.112, -1.246, 0.363, 0.290, 0.380, 0.386, -0.357, 0.474, 0.305, 0.197, 0.332, 0.133, 0.377, -0.083, 0.212, 0.327, -0.655, 0.438, 0.279, -0.861, 0.371, 0.383, -0.847, 0.268, 0.315, -0.775, 0.404, 0.369, -0.674, 0.269, 0.401, -0.714, 0.280, 0.376], "e_tot_ev": -22920.724, "de_lowest_ev": 0.0000, "homo_ev": -9.129, "charge": 0}

Record 4
{"formula": "C4H5I", "method": "ωB97M-V/def2-TZVPD", "species": ["C", "C", "C", "C", "I", "H", "H", "H", "H", "H"], "positions_angstrom": [[-0.6330, -0.1264, -0.7181], [-1.1503, 0.2804, -1.7166], [1.2490, -1.7134, 1.8775], [0.2905, -1.3242, 0.9870], [-0.2316, 4.4147, -1.0596], [-1.7887, 0.9567, -2.2015], [1.9908, -1.2040, 2.3121], [1.1168, -2.7657, 2.1728], [-0.3224, 3.4722, -2.4213], [-0.5210, -1.9904, 0.7678]], "mulliken_charge": [-0.424, -0.188, -0.508, -0.021, -0.094, 0.357, 0.341, 0.220, 0.087, 0.231], "e_tot_ev": -12321.686, "de_lowest_ev": 6.3833, "homo_ev": -9.825, "charge": 0}

Record 5
{"formula": "C34H83N4O6", "method": "ωB97M-V/def2-TZVPD", "species": ["C", "C", "N", "C", "C", "C", "C", "C", "O", "C", "H", "H", "H", "H", "H", "H", "H", "H", "H", "H", "H", "H", "H", "H", "H", "H", "H", "H", "H", "H", "C", "C", "N", "C", "C", "C", "C", "C", "O", "C", "H", "H", "H", "H", "H", "H", "H", "H", "H", "H", "H", "H", "H", "H", "H", "H", "H", "H", "H", "H", "C", "C", "N", "C", "C", "C", "C", "C", "O", "C", "H", "H", "H", "H", "H", "H", "H", "H", "H", "H", "H", "H", "H", "H", "H", "H", "H", "H", "H", "H", "C", "C", "N", "C", "C", "C", "C", "C", "O", "C", "H", "H", "H", "H", "H", "H", "H", "H", "H", "H", "H", "H", "H", "H", "H", "H", "H", "H", "H", "H", "C", "C", "O", "O", "H", "H", "H"], "positions_angstrom": [[0.2068, -0.0024, 1.8063], [-0.5812, -0.9298, 0.8237], [-1.6022, -1.9197, 1.4590], [-0.9103, -2.7739, 2.3851], [-2.6193, -1.1104, 2.2226], [-3.3533, -0.0964, 1.3597], [-2.4266, -2.7605, 0.3891], [-1.9446, -4.0693, -0.0634], [-0.5979, -4.0246, -0.4915], [-0.2375, -4.9908, -1.4454], [-0.2304, 1.0063, 1.8973], [1.1886, 0.2610, 1.3758], [0.3439, -0.4290, 2.8108], [0.0455, -1.6460, 0.2933], [-1.1324, -0.3955, 0.0526], [-0.5203, -2.2498, 3.2363], [-0.0719, -3.1955, 1.7943], [-1.5319, -3.6031, 2.7019], [-2.0362, -0.6147, 2.9692], [-3.3870, -1.7847, 2.6085], [-3.8118, -0.5441, 0.4926], [-2.7810, 0.8209, 1.1924], [-4.2142, 0.1412, 2.0041], [-2.5164, -2.0060, -0.3945], [-3.3701, -2.9320, 0.8911], [-2.5482, -4.2239, -0.9625], [-2.1227, -4.9370, 0.5793], [-0.5274, -4.6490, -2.4184], [-0.6042, -6.0038, -1.3501], [0.8200, -5.0627, -1.4450], [2.3607, 3.0808, 4.0883], [3.4332, 4.0963, 3.7242], [4.7825, 3.5314, 3.3888], [5.6230, 4.7467, 3.2036], [5.2594, 2.5833, 4.5302], [5.5480, 3.2453, 5.8321], [4.7488, 2.5636, 2.1348], [3.9640, 2.9977, 0.9003], [2.6016, 2.6344, 1.0075], [1.6429, 2.9913, -0.0153], [2.3068, 2.2118, 3.4345], [1.4195, 3.6117, 4.0367], [2.3998, 2.7183, 5.1216], [3.6244, 4.7594, 4.5792], [3.1646, 4.7674, 2.9084], [5.3974, 5.1729, 2.2464], [6.6522, 4.4261, 3.1654], [5.5078, 5.4963, 3.9804], [6.1730, 2.1958, 4.0978], [4.4580, 1.8493, 4.6298], [4.6339, 3.5968, 6.3337], [6.2612, 4.0649, 5.7353], [5.9949, 2.5182, 6.5097], [4.3363, 1.6408, 2.5135], [5.8075, 2.3715, 1.8760], [4.3200, 2.3473, 0.0700], [4.1554, 4.0422, 0.6712], [0.7556, 2.3984, 0.2149], [2.0003, 2.7221, -1.0111], [1.3253, 4.0297, 0.0094], [-6.8005, 1.1345, 0.1805], [-5.9901, 1.9885, -0.6786], [-6.2486, 1.8092, -2.1680], [-7.6155, 2.0889, -2.4823], [-5.3354, 2.6718, -2.9656], [-5.5355, 4.1756, -2.8023], [-5.9276, 0.3215, -2.5015], [-6.0122, -0.2196, -3.9239], [-7.2864, -0.0388, -4.3963], [-7.5636, -0.6001, -5.6855], [-7.8633, 1.2115, 0.0225], [-6.6146, 1.5305, 1.1845], [-6.5321, 0.0949, 0.2061], [-4.9159, 1.8299, -0.5358], [-6.2410, 3.0362, -0.5161], [-8.2578, 1.3117, -2.1064], [-7.7681, 2.1153, -3.5687], [-7.8537, 3.0393, -2.0596], [-5.5484, 2.4546, -4.0047], [-4.3088, 2.4025, -2.8230], [-4.8575, 4.6214, -2.0805], [-6.5201, 4.5229, -2.5275], [-5.3032, 4.5937, -3.7827], [-6.6407, -0.2133, -1.8761], [-4.8935, 0.1432, -2.1146], [-5.6899, -1.2687, -3.8465], [-5.2877, 0.3395, -4.5286], [-7.1694, -0.0668, -6.5572], [-8.6185, -0.6361, -5.9985], [-7.2646, -1.6677, -5.7321], [6.4656, -3.4108, -1.5940], [5.1827, -3.9892, -1.0600], [4.4543, -3.0757, -0.1438], [3.1000, -3.7269, 0.1358], [5.2000, -2.9510, 1.1659], [5.7223, -4.2671, 1.7237], [4.3438, -1.6644, -0.7053], [3.3283, -1.6338, -1.8411], [2.0165, -1.4082, -1.3341], [1.1416, -1.1551, -2.4144], [7.0610, -3.0745, -0.7365], [6.4546, -2.5633, -2.2754], [6.9803, -4.2362, -2.1274], [5.4212, -4.9103, -0.5211], [4.5396, -4.2147, -1.9125], [2.7444, -3.2909, 1.0569], [3.2309, -4.7687, 0.2632], [2.2997, -3.5110, -0.5899], [4.5878, -2.3878, 1.8679], [6.0685, -2.3278, 0.9033], [5.8779, -4.1370, 2.8064], [6.6663, -4.6459, 1.3712], [5.0254, -5.0782, 1.5809], [5.3303, -1.4538, -1.0913], [4.0750, -1.0060, 0.1223], [3.2514, -2.5233, -2.4866], [3.7144, -0.7941, -2.4281], [0.1069, -1.3105, -2.1093], [1.3405, -1.8959, -3.1962], [1.3119, -0.1738, -2.8495], [-1.3325, 1.4161, -2.9936], [-2.2801, 0.8435, -1.9338], [-2.5821, -0.4039, -2.0398], [-2.6743, 1.6422, -1.0527], [-1.3545, 0.8134, -3.8813], [-0.3778, 1.4375, -2.4749], [-1.5617, 2.4248, -3.2274]], "mulliken_charge": [-1.407, 1.976, -0.154, -0.964, -0.794, -0.609, 0.033, -1.359, -0.004, -1.020, 0.421, 0.160, 0.326, -0.093, -1.173, 0.538, 0.266, 0.396, 0.429, 0.588, 0.113, 0.221, 0.527, 0.211, 0.367, 0.558, 0.477, 0.406, 0.426, 0.174, -1.294, -0.450, -0.005, -1.031, -0.278, -1.332, -0.754, -0.800, -0.035, -0.730, 0.181, 0.421, 0.346, 0.603, 0.556, 0.412, 0.434, 0.421, 0.404, 0.385, 0.313, 0.347, 0.424, 0.508, 0.414, 0.491, 0.379, -0.002, 0.370, 0.337, -1.474, 0.287, 0.561, -1.261, 0.149, -1.317, 0.109, -0.992, -0.273, -0.815, 0.394, 0.406, 0.370, -0.025, 0.440, 0.415, 0.338, 0.507, 0.520, -0.215, 0.377, 0.261, 0.422, 0.432, -0.365, 0.529, 0.357, 0.328, 0.274, 0.323, -1.369, -0.451, 0.248, -0.934, -0.429, -1.536, -0.837, -1.104, 0.222, -0.878, 0.341, 0.356, 0.405, 0.579, 0.472, 0.363, 0.477, 0.042, 0.564, 0.544, 0.375, 0.392, 0.386, 0.465, 0.522, 0.388, 0.490, 0.026, 0.436, 0.343, -1.230, 1.152, -0.888, -0.733, 0.315, -0.140, 0.490], "e_tot_ev": -54822.687, "de_lowest_ev": 0.0000, "homo_ev": -14.098, "charge": 3}

Number 1: HOMO-LUMO gap 0.3296 hartree. Number 2: HOMO-LUMO gap 0.4029 hartree. Number 3: HOMO-LUMO gap 0.3424 hartree. Number 4: HOMO-LUMO gap 0.3213 hartree. Number 5: HOMO-LUMO gap 0.2871 hartree.